{"formula": "C36H96O36S12", "method": "wB97M-V/def2-TZVPD", "symbols": ["H", "C", "H", "C", "O", "H", "H", "C", "C", "H", "C", "H", "C", "H", "S", "H", "C", "S", "O", "C", "H", "H", "H", "O", "C", "H", "H", "H", "H", "H", "C", "H", "H", "H", "H", "H", "C", "S", "C", "H", "H", "H", "H", "O", "H", "H", "C", "C", "H", "C", "H", "O", "O", "H", "C", "O", "H", "H", "S", "H", "O", "H", "H", "H", "C", "C", "H", "C", "O", "H", "H", "O", "O", "H", "H", "S", "C", "H", "H", "H", "H", "S", "H", "H", "O", "O", "H", "C", "H", "H", "O", "O", "H", "C", "O", "O", "H", "C", "O", "H", "H", "C", "H", "C", "C", "O", "H", "H", "H", "H", "H", "S", "O", "H", "H", "H", "H", "H", "H", "H", "H", "C", "H", "S", "H", "H", "H", "H", "S", "H", "O", "H", "C", "C", "S", "O", "C", "H", "O", "H", "H", "S", "O", "H", "H", "H", "O", "C", "C", "O", "H", "H", "H", "H", "O", "O", "H", "O", "O", "H", "H", "H", "O", "C", "O", "H", "S", "O", "C", "H", "C", "H", "H", "H", "O", "H", "H", "C", "O", "O"], "coordinates": [[-2.5666, 3.7545, 1.9145], [4.8105, -1.0628, 2.5088], [3.8158, 2.5319, -2.0749], [0.6985, -3.5418, -3.2679], [-0.5911, 3.5487, 2.2803], [-7.5209, 1.5722, 2.3024], [-3.1853, -5.0185, 0.6137], [1.6075, 2.0599, 2.4991], [-3.3765, 0.5292, -1.8581], [-3.7318, 0.5409, -2.8885], [-2.0433, -3.7970, -2.1416], [-0.4318, -0.4537, -3.7527], [-2.3707, 2.6829, 1.9526], [3.9099, -1.1044, -5.0692], [-2.3455, -2.6296, -3.5971], [5.4121, -0.1614, 2.3924], [0.7236, -6.6870, -1.2247], [0.2422, -1.1346, 1.1795], [-2.9758, 0.5337, 0.3628], [-2.6480, -4.7118, 1.5111], [5.4398, 1.9447, -1.9398], [1.0306, -6.3453, 0.7560], [2.0611, 1.9101, 0.5453], [-0.0039, 2.4768, 4.5260], [-1.4343, 1.3112, 6.5847], [-2.2874, 1.8270, 7.0255], [-0.1860, 2.0686, -6.2973], [4.5145, 1.0805, 0.7050], [-2.3998, -5.6054, 2.0838], [-2.4983, -3.4280, -1.2224], [-6.9954, 1.9979, 1.4476], [-5.3393, 0.6440, 1.2493], [0.2223, -4.4471, -3.6445], [2.6974, 5.1088, -3.5273], [-5.2673, 1.7236, 2.6371], [-0.6539, 2.0611, 6.4561], [0.4786, 2.5051, -5.5517], [3.0198, -0.7778, 2.0917], [0.7356, 3.9812, -5.7579], [4.8910, -2.5400, -0.5153], [-0.9653, -3.9126, -2.0291], [0.3242, -4.0301, -1.1503], [-2.0925, -0.6571, -3.9793], [1.3823, 4.4606, 3.6600], [-0.8961, 0.3725, -2.2023], [-1.6840, 1.3307, 4.4019], [2.9497, -1.5803, -4.8701], [3.7722, 0.7289, -0.0116], [5.0201, 0.3206, -3.8488], [0.8743, -0.7850, -1.3457], [-2.6364, 1.3260, -1.7839], [3.1248, 0.9486, -4.0703], [-1.6135, 1.6896, -2.3918], [4.3075, 0.4249, -0.9112], [1.8427, 6.8848, 2.9040], [-2.2728, -2.1347, 2.5414], [2.0698, 1.3823, -1.1887], [-1.2906, 2.7750, 1.8385], [0.4622, 4.2615, -0.0784], [-1.2386, -0.0861, -5.4376], [-4.6423, 2.4988, 0.8035], [-4.1456, 0.8031, -1.1359], [-1.9426, -0.2132, 0.6086], [-2.1815, -0.8964, -0.8301], [2.6631, 1.7406, -0.3475], [2.7839, 4.1348, -3.0457], [2.7555, 7.1522, 3.4364], [-5.5300, 1.6647, 1.5809], [-2.3180, -4.5406, 3.5298], [3.8990, -1.9204, 0.8033], [1.3859, 4.0064, -6.6323], [-2.7544, 2.8409, -0.7688], [-1.3719, -2.8524, -4.6601], [1.9551, -0.0440, 5.7123], [1.3063, 4.3634, -4.9115], [-1.0303, -4.0860, 0.9661], [-1.6332, 0.6102, 5.2183], [-4.2794, -2.0889, 0.5931], [-0.5399, -7.1273, 0.4845], [-3.8176, -0.5247, 1.0952], [3.5897, 4.2257, -2.3173], [-1.6644, -3.1900, 3.6908], [-2.6977, 2.1385, 2.8385], [1.5079, 2.6031, -1.9777], [0.6313, -2.3320, 1.9349], [0.2197, -1.5970, -0.4083], [2.8182, 5.0046, 2.2803], [-3.6943, -2.0088, 2.6949], [-2.1480, -1.3364, 5.0507], [1.2493, 1.4484, 4.9357], [0.0969, 2.2423, -4.1608], [1.1454, 0.1633, -5.5817], [0.5326, 1.1840, -2.4102], [4.6508, 2.1512, -2.6630], [3.1293, -0.5231, 0.4794], [4.0624, -5.1874, -0.0874], [1.3014, -5.8718, -1.6604], [-2.8898, -0.8467, -1.6571], [0.8644, -1.8249, 3.6150], [-3.2539, -2.8086, 5.4357], [1.4236, -7.5163, -1.1228], [-1.1568, 3.4078, -0.5857], [-1.7300, -0.2060, 2.3240], [1.4111, 3.5680, -2.4753], [-1.4899, -0.7749, 1.4258], [2.4964, 0.4097, 2.8123], [5.1922, -1.7056, 1.7156], [-1.4143, 2.9747, 0.3809], [0.9339, 7.2614, 3.3733], [5.0703, 2.8894, -3.3465], [-1.7056, -2.6499, 6.1584], [0.4042, 3.1523, 3.2653], [-0.2070, -3.1001, 3.6392], [3.1125, -2.3292, -4.0950], [-0.0437, 1.1885, -0.7931], [-0.9605, 2.5554, -1.2360], [1.9098, -0.4940, -1.1695], [-4.1634, -2.9731, 2.8899], [-7.0182, 3.0854, 1.5172], [3.2321, -1.8742, -0.8213], [-3.0472, -3.8384, 2.0267], [4.2538, 0.7704, -3.2175], [-2.4345, -4.7965, -2.3314], [0.4099, -0.4704, 3.8584], [3.1982, 2.6452, -0.6361], [4.8185, -1.5221, 3.4973], [-2.6397, 0.1927, 5.1913], [1.2903, 5.2539, 1.6685], [1.9141, -0.1377, -4.3509], [-1.7120, 4.1939, -1.0974], [1.3122, 3.2996, 0.5888], [-7.3236, 1.5652, 0.5025], [0.1467, -6.3640, 0.1184], [-2.2593, -2.4017, 5.2529], [-1.4675, 1.6818, -3.8462], [1.2587, -0.4726, -3.0496], [1.8441, 5.3751, 2.5994], [-3.7330, -1.5280, -1.5430], [-2.4399, 2.2237, -4.8373], [1.6159, -3.5528, -3.8564], [0.0879, -2.7247, -3.6522], [-3.1073, 2.0240, 0.3837], [-1.3206, -2.7779, 0.3617], [-1.0384, 0.5672, 7.2760], [2.5289, -1.9672, -5.7982], [1.8612, 7.3684, 1.9274], [-3.7969, -2.5758, -3.9238], [1.0877, -3.5029, -1.7224], [1.7651, 0.4997, 4.7869], [-2.0180, -1.2177, -2.7608], [2.6296, 0.6709, 4.1454], [2.1150, 2.5758, 1.6840], [-2.0893, -1.6774, 1.5457], [0.6933, 3.4583, -3.2882], [-0.7448, -0.4679, 5.0584], [2.0667, -4.1189, 1.1054], [1.1407, 1.0980, 2.2869], [2.2806, -4.2035, -1.4216], [1.0953, 4.5880, -1.5692], [1.0843, -2.5007, -1.2939], [-5.3618, -1.1539, 1.6794], [3.9984, -0.0393, -2.5340], [2.2784, -1.9981, 2.1489], [-4.3293, -1.4188, 1.4513], [-0.0294, 0.3040, 2.7389], [-3.9056, -1.3154, 3.5089], [3.0703, -4.1463, 0.0491], [1.0692, 0.0310, 1.3130], [0.0398, 0.5504, -1.6728], [1.0818, -1.4031, -2.2192], [3.8684, -2.4497, -0.1490], [3.1236, 3.5260, -3.8836], [2.3860, 2.0130, 3.2607], [-0.0572, -6.9480, -1.9391], [-0.6117, -5.1975, -0.2304], [-0.2113, 4.5154, -5.8358], [1.4123, 1.9675, -5.3867], [-1.2568, -0.0623, -4.3480], [-0.1039, -4.1806, 2.1177], [0.0044, 5.4793, 0.5303]], "forces_ev_per_a": [[-0.892, -0.328, 0.081], [-0.400, 0.966, -0.679], [0.818, -0.341, -0.835], [2.337, -0.382, 0.871], [6.673, 5.575, 4.477], [-0.075, -0.051, -0.172], [-0.100, 0.367, -0.478], [0.044, 5.365, 2.194], [-3.524, -0.772, -0.911], [-0.598, 0.443, -0.202], [-0.300, 0.114, -1.505], [-0.421, 0.320, -1.328], [-4.955, -2.475, -3.084], [0.039, -0.194, -0.314], [-3.127, -1.966, 1.790], [-0.147, 0.235, 0.639], [0.216, -1.219, -1.002], [-3.134, -4.634, -1.541], [-2.775, 7.939, -0.015], [0.603, -0.746, -3.815], [0.277, -0.006, 0.129], [-0.599, 1.259, 0.731], [1.096, -1.777, -2.024], [-0.225, 4.038, -2.912], [1.060, -0.199, -0.567], [-0.283, -0.335, -0.342], [0.109, -0.175, 0.326], [-0.180, 0.141, 0.183], [-0.587, 0.160, -0.573], [0.003, 0.388, -0.630], [1.106, 0.365, -0.370], [-0.223, 0.279, 0.183], [-0.230, -0.210, 0.622], [-0.702, 0.301, 0.432], [0.409, 0.161, 0.113], [-0.094, -0.098, 0.241], [1.265, 0.822, 1.167], [1.297, 0.488, 0.235], [-0.232, -0.598, 0.347], [-0.078, -0.508, -0.342], [-0.937, 0.441, -0.146], [0.617, 0.587, -0.604], [-0.014, 3.139, -2.605], [-1.608, -0.445, 0.243], [2.031, -2.109, 2.275], [0.647, -0.406, 0.089], [0.273, 1.158, 0.291], [-1.238, -0.697, -0.011], [0.393, 0.252, -0.061], [-1.809, 2.442, 3.702], [-3.469, -2.552, 1.094], [-2.555, 0.439, -1.586], [2.504, 6.308, -8.240], [0.086, -0.200, 0.570], [0.287, -0.947, -0.012], [-3.279, -7.790, 10.626], [0.398, -0.114, 0.607], [-1.852, -3.587, -0.987], [-3.460, -1.893, -4.104], [0.707, 0.339, 0.142], [-0.350, -0.021, -1.295], [-1.015, -0.904, -1.472], [3.459, -1.222, 0.637], [-0.549, -0.651, -0.303], [2.506, -1.899, 0.620], [-0.939, -0.403, -0.888], [-0.301, 0.275, 0.267], [0.955, -1.332, 0.244], [1.478, 3.770, 5.021], [0.510, -3.013, -1.872], [-0.320, 0.555, -0.255], [-8.866, -3.292, 1.278], [-2.354, 1.042, 0.809], [-0.297, -0.067, 0.059], [-0.146, 0.133, -0.321], [0.835, -1.961, 1.874], [-1.895, 1.364, 0.941], [-0.250, -0.362, 0.111], [-0.013, -0.037, 0.024], [-0.859, -0.950, 0.924], [-0.502, 0.181, 0.047], [2.040, -4.159, 4.827], [-0.330, -0.045, -0.407], [0.034, 0.761, -0.455], [-9.350, 3.716, -11.850], [0.900, 3.693, 2.209], [0.477, 0.209, 0.589], [-1.808, 0.883, 0.056], [-1.148, -1.462, 0.327], [0.690, -0.791, 0.895], [-4.250, -1.137, -0.702], [2.357, -1.327, 2.655], [0.071, -0.303, 0.985], [0.415, -1.856, 1.044], [1.177, 5.036, 1.871], [-0.733, 0.633, 0.428], [-0.237, -0.290, 0.426], [0.604, -0.920, 1.112], [4.375, 13.196, 9.572], [-0.231, 0.311, -0.321], [-0.069, -0.244, -0.139], [6.370, 1.982, 1.122], [0.035, 0.050, -0.864], [2.643, 1.320, -0.725], [2.443, 4.355, -3.693], [8.406, -7.632, -4.941], [-0.005, -0.324, 0.659], [2.304, 1.897, -0.562], [0.126, -0.294, 0.294], [-0.372, -0.484, -0.314], [0.668, -0.250, -0.602], [4.180, -0.147, 0.811], [-11.250, -4.790, 6.474], [-0.355, 0.189, -0.020], [-0.514, -0.631, 0.417], [1.429, 1.718, 0.657], [-0.386, -0.292, 1.216], [0.137, 0.071, 0.404], [-0.715, 0.016, -0.344], [0.258, -0.935, -0.121], [-0.666, -1.765, -1.592], [0.398, -0.203, -0.892], [-0.231, 0.161, -0.563], [4.629, -0.543, 4.886], [-0.532, 0.171, 0.558], [0.108, 0.157, -0.147], [-0.306, -0.250, 0.255], [-0.025, 0.145, 1.661], [1.395, -2.112, -2.318], [1.277, 0.896, 0.528], [-1.963, 4.980, -2.049], [-0.536, 0.534, 0.079], [0.405, -0.775, -1.016], [-0.991, -0.967, -0.766], [-0.355, -1.453, -4.105], [5.044, 3.792, -12.773], [-0.115, -0.271, -0.883], [0.259, -0.353, -0.148], [2.109, -0.062, 2.833], [0.182, 0.180, 0.083], [0.943, -0.152, 0.906], [-3.443, -0.414, 3.877], [-0.819, -5.645, -0.317], [-0.248, -0.018, 0.190], [-0.085, -0.051, 0.313], [0.177, 0.014, -0.092], [3.222, -0.115, 0.511], [-1.166, -0.682, -0.650], [-2.160, -0.163, 2.971], [-1.650, -5.417, 3.684], [-0.301, -0.432, 3.114], [-0.114, -0.429, 2.221], [2.113, 2.845, -5.538], [0.482, 1.063, 1.361], [1.926, 0.724, -1.012], [2.485, -1.081, -2.261], [-0.091, 3.459, -0.267], [2.533, -0.539, 0.425], [-0.885, 2.007, 2.691], [1.014, -2.520, -0.943], [-0.041, -0.478, 0.036], [0.056, 0.487, 0.555], [12.175, 2.410, 0.620], [0.145, -0.381, -0.333], [-5.333, 1.126, 8.928], [0.173, -0.179, 0.261], [-0.917, 1.233, -1.339], [1.317, -2.493, -9.615], [1.816, -2.616, 1.862], [-1.996, -2.185, 3.403], [0.339, -3.242, -0.164], [0.063, -0.241, 0.186], [-1.087, 1.556, 0.321], [-0.037, -0.199, -0.057], [-1.077, 1.404, 2.377], [0.234, 0.271, -0.365], [-0.099, 1.098, -1.915], [0.207, 2.885, -2.641], [-3.551, -6.162, -7.896], [0.928, 0.981, -0.882]], "mulliken_charge": [0.93, -1.07, -0.17, -1.68, -0.31, 0.38, 0.37, -1.03, -1.28, 1.06, 1.44, -1.10, -0.50, 0.56, 1.52, 0.30, -1.00, 1.63, -0.02, -1.00, 0.46, 0.19, -0.99, -0.61, -1.88, 0.37, 0.40, 0.68, 0.63, -0.87, -1.42, -0.35, 0.27, 0.51, 0.25, 0.28, -0.35, 0.22, -1.43, 0.59, -0.86, -0.45, 1.26, -0.57, -0.36, -0.08, -1.42, -1.66, 0.55, 0.55, 0.47, -0.37, -1.44, -0.08, -1.57, -0.92, 0.41, -0.72, 0.99, 0.65, -0.65, 0.04, 0.14, -0.18, -0.01, -3.05, 0.36, 0.99, -0.77, -0.84, 0.44, -0.41, -0.61, 0.61, 0.19, 1.35, 0.01, -0.30, 0.43, -0.53, 0.72, 2.12, 0.21, -1.34, -0.36, 1.01, 0.30, -0.81, -0.38, 0.51, 0.22, -0.76, -0.09, -1.53, 0.93, -0.81, 0.16, -0.48, -0.33, 0.49, 0.49, 0.34, -0.22, 2.34, -0.14, -0.93, 0.35, -1.88, 0.32, 0.49, 0.45, 1.31, -0.44, 0.27, -0.50, 0.28, -1.28, 0.86, 0.36, -0.66, -0.45, 0.27, 0.79, 1.89, 2.24, 0.50, 0.57, -0.35, 1.87, 1.19, -0.71, 0.32, -0.24, -0.02, 1.35, -1.47, 0.71, 1.30, -0.97, 0.60, -0.07, 0.51, -0.23, 0.37, 0.45, 0.39, -0.78, 1.48, -0.99, -1.29, -0.05, 1.41, -0.17, 0.66, -0.67, -0.50, -0.14, -0.95, -0.83, 0.39, 1.20, -0.09, -0.80, -0.62, -1.02, 0.81, 1.09, -0.41, 0.62, -0.12, 0.86, 0.46, 1.00, 0.24, -0.04, 0.41, 0.42, 0.22, -0.97, -0.85], "gap_ev": 6.94, "de_lowest_ev": 80.032, "multiplicity": 1, "e_tot_ev": -242538.7959, "e_homo_ev": -6.94}